(1)
C26H36MnN4O4P | the ωB97M-V functional and the def2-TZVPD basis

Calculated values
HOMO-LUMO gap (alpha / beta): 7.068 / 4.850 eV
highest occupied orbital energy (alpha / beta): -16.596 / -16.590 eV
ΔE to the lowest compared entry with this formula, charge and spin: 0.9 kcal/mol
expectation value of S²: 3.799
2S+1: 4
charge: +3

The geometry in XYZ format:
```
72
Properties=species:S:1:pos:R:3:lowdin_spin:R:1
Mn 0.208 -0.088 0.198 1.981
C 2.448 0.888 2.251 0.016
N 1.879 0.894 0.864 0.175
C 2.452 1.636 -0.019 -0.009
C 1.760 1.749 -1.269 0.287
C 2.004 2.441 -2.493 0.029
C 0.915 2.209 -3.274 0.158
C 0.012 1.353 -2.496 0.276
N 0.538 1.105 -1.308 0.006
C 3.091 2.185 2.645 0.003
C 2.312 3.220 3.157 0.001
C 2.900 4.428 3.499 0.000
C 4.270 4.601 3.339 0.000
C 5.053 3.568 2.845 0.001
C 4.465 2.357 2.502 0.000
H 3.175 0.072 2.275 0.010
H 1.621 0.632 2.911 0.002
H 3.348 2.209 0.207 -0.003
H 2.880 3.026 -2.726 -0.002
H 0.718 2.566 -4.273 0.005
H -0.944 0.951 -2.798 0.010
H 1.250 3.070 3.326 0.000
H 2.302 5.227 3.915 0.000
H 4.731 5.537 3.624 0.000
H 6.122 3.695 2.748 0.000
H 5.084 1.539 2.147 0.000
C -3.492 -1.260 -1.648 -0.001
C -2.643 -0.976 -0.457 0.003
O -1.397 -0.783 -0.615 0.021
N -3.191 -0.923 0.739 0.007
C -2.420 -0.612 1.943 0.001
C -2.004 0.837 1.954 0.004
C -2.781 1.763 2.625 -0.002
C -2.463 3.111 2.570 0.009
C -1.363 3.501 1.828 -0.001
C -0.616 2.533 1.191 0.006
N -0.907 1.218 1.246 -0.019
H -2.874 -1.638 -2.458 0.000
H -3.977 -0.335 -1.969 0.000
H -4.272 -1.983 -1.412 0.000
H -4.188 -1.069 0.814 0.000
H -1.570 -1.283 1.995 0.001
H -3.049 -0.821 2.804 0.000
H -3.636 1.422 3.193 0.000
H -3.066 3.841 3.094 0.000
H -1.071 4.539 1.746 0.000
H 0.255 2.818 0.626 0.001
C 1.313 -5.899 1.380 0.000
C 1.607 -5.277 0.046 0.000
O 1.701 -3.789 0.177 0.000
P 0.434 -2.889 -0.031 0.002
O 1.177 -1.533 -0.775 0.008
C 1.745 -1.681 -2.131 0.003
C 3.247 -1.646 -2.059 0.003
O 0.390 -1.878 1.360 0.005
C 1.166 -2.287 2.577 0.000
C 0.214 -2.797 3.625 0.000
H 1.296 -6.984 1.266 0.000
H 0.333 -5.597 1.758 0.000
H 2.080 -5.655 2.114 0.000
H 0.846 -5.494 -0.703 0.000
H 2.581 -5.556 -0.345 0.000
H 1.330 -0.876 -2.731 0.002
H 1.365 -2.622 -2.532 0.000
H 3.610 -0.677 -1.715 0.001
H 3.658 -1.820 -3.054 0.000
H 3.624 -2.421 -1.393 0.001
H 1.704 -1.409 2.902 0.000
H 1.886 -3.033 2.258 0.000
H -0.501 -2.031 3.927 0.000
H 0.778 -3.086 4.513 0.000
H -0.331 -3.676 3.280 0.000
```

(2)
C7H13N2O3 | the ωB97M-V functional and the def2-TZVPD basis

Calculated values
HOMO-LUMO gap (alpha / beta): 9.048 / 7.727 eV
highest occupied orbital energy (alpha / beta): -8.923 / -9.850 eV
ΔE to the lowest compared entry with this formula, charge and spin: 21.3 kcal/mol
expectation value of S²: 0.795
2S+1: 2

The geometry in XYZ format:
```
25
Properties=species:S:1:pos:R:3:lowdin_spin:R:1
C -0.719 0.566 0.346 -0.042
C -0.431 0.142 -0.950 0.225
C 0.875 0.484 -1.588 0.023
O 0.938 0.786 -2.784 0.029
C -2.102 1.011 0.746 -0.009
H 0.055 1.192 0.805 -0.005
C -1.399 -0.624 -1.800 0.032
N 1.978 0.434 -0.813 0.012
C 3.301 0.654 -1.351 0.002
H -2.139 1.208 1.827 0.000
H -2.351 1.965 0.258 -0.007
H -2.866 0.264 0.492 -0.001
H -0.900 -1.477 -2.278 0.007
H -2.260 -0.970 -1.215 0.000
H -1.795 0.014 -2.605 0.012
H 1.903 0.119 0.147 0.000
H 4.014 0.701 -0.520 0.000
H 3.600 -0.161 -2.027 0.001
H 3.339 1.599 -1.910 0.000
C -0.420 -1.389 1.777 0.481
H 0.626 -1.573 1.535 0.012
H -1.188 -2.039 1.361 0.014
N -0.627 -1.069 3.145 0.055
O -1.691 -1.380 3.663 0.090
O 0.259 -0.457 3.736 0.070
```

(3)
C16H39F3N3O5Ti | the ωB97M-V functional and the def2-TZVPD basis

Calculated values
HOMO-LUMO gap (alpha / beta): 3.862 / 8.804 eV
highest occupied orbital energy (alpha / beta): -3.274 / -8.255 eV
ΔE to the lowest compared entry with this formula, charge and spin: 11.6 kcal/mol
expectation value of S²: 3.752
2S+1: 4

The geometry in XYZ format:
```
67
Properties=species:S:1:pos:R:3:lowdin_spin:R:1
Ti -3.497 -3.830 5.856 2.381
C -2.803 -0.799 4.403 0.004
O -4.174 -1.001 3.960 0.004
O -2.481 -1.636 5.376 0.030
C -1.870 -0.775 3.166 0.000
F -0.551 -0.793 3.551 0.000
F -2.058 -1.819 2.321 0.000
F -2.028 0.389 2.460 0.000
C -4.771 0.165 3.414 0.000
C -6.272 -0.099 3.189 0.000
H -6.389 -1.046 2.667 0.000
H -6.683 -0.145 4.200 0.000
H -6.711 0.744 2.662 0.000
H -4.329 0.393 2.441 0.000
H -4.646 1.022 4.078 0.000
H -2.741 0.231 4.795 0.001
C -1.303 -6.619 7.295 0.036
C -0.811 -5.212 7.002 0.019
C 0.711 -5.085 6.963 0.003
O 1.113 -3.828 6.469 0.001
C 2.521 -3.708 6.467 0.000
N -1.368 -4.834 5.676 0.059
H -1.050 -7.328 6.503 0.003
H -2.397 -6.599 7.304 0.038
H -0.976 -7.031 8.252 0.001
H -1.211 -4.516 7.738 0.005
H 1.186 -5.862 6.345 0.001
H 1.039 -5.230 8.007 0.000
H 3.087 -4.546 6.055 0.000
H 2.868 -3.456 7.475 0.000
H 2.744 -2.827 5.860 0.000
H -1.009 -5.529 5.026 0.005
H -0.958 -3.953 5.351 0.006
C -5.453 -4.888 8.381 0.074
C -4.435 -4.032 9.122 0.011
C -3.571 -4.888 10.034 0.004
O -2.909 -4.026 10.940 0.001
C -1.860 -4.691 11.607 0.000
N -3.616 -3.296 8.120 0.029
H -6.159 -4.272 7.824 0.003
H -6.047 -5.604 8.952 0.004
H -4.910 -5.453 7.605 0.073
H -4.905 -3.282 9.763 0.001
H -2.866 -5.504 9.464 0.002
H -4.256 -5.536 10.596 0.001
H -1.460 -4.124 12.452 0.000
H -1.035 -4.897 10.920 0.000
H -2.260 -5.575 12.125 0.000
H -2.732 -3.087 8.583 0.004
H -4.025 -2.377 7.963 0.004
C -7.945 -3.468 4.557 0.003
C -6.484 -3.822 4.822 0.027
C -5.683 -3.957 3.524 0.010
O -4.352 -4.345 3.801 0.074
C -3.514 -4.399 2.673 0.014
N -5.850 -2.794 5.655 0.023
H -8.340 -4.121 3.771 0.001
H -8.061 -2.459 4.157 0.001
H -8.567 -3.579 5.444 0.001
H -6.439 -4.821 5.270 0.022
H -5.671 -2.998 2.991 0.000
H -6.105 -4.739 2.880 0.002
H -3.901 -5.140 1.965 0.002
H -2.512 -4.733 2.945 0.004
H -3.368 -3.404 2.250 0.000
H -5.309 -2.136 5.082 0.003
H -6.493 -2.226 6.190 0.002
```

(4)
C17H23Cl3CrF6N3O5S4 | the ωB97M-V functional and the def2-TZVPD basis

Calculated values
HOMO-LUMO gap (alpha / beta): 6.691 / 6.530 eV
highest occupied orbital energy (alpha / beta): -7.598 / -7.437 eV
ΔE to the lowest compared entry with this formula, charge and spin: 6.9 kcal/mol
expectation value of S²: 0.772
2S+1: 2

The geometry in XYZ format:
```
62
Properties=species:S:1:pos:R:3:lowdin_spin:R:1
Cr 0.350 0.679 -1.660 1.057
F 5.113 -1.586 1.335 0.000
C 3.923 -1.746 0.772 0.000
F 4.039 -2.522 -0.290 0.000
F 3.125 -2.369 1.665 0.000
S 3.167 -0.110 0.360 0.000
O 1.894 -0.464 -0.247 0.000
O 3.116 0.547 1.635 0.000
N 4.213 0.524 -0.593 0.000
S 3.891 1.088 -2.037 0.001
O 2.489 1.385 -2.218 0.004
O 4.837 2.094 -2.380 0.000
C 4.265 -0.311 -3.188 0.001
F 3.812 -0.002 -4.396 0.000
F 5.586 -0.482 -3.249 0.000
F 3.711 -1.441 -2.778 0.000
Cl -1.120 4.449 1.138 0.000
C -0.144 4.005 -0.261 -0.001
Cl 0.788 2.512 0.055 0.003
H 0.575 4.791 -0.453 0.000
H -0.783 3.811 -1.116 0.000
C -4.079 -0.604 -0.152 0.004
C -3.192 -1.563 -0.623 -0.001
C -1.904 -1.205 -1.009 0.004
C -1.455 0.118 -0.930 -0.020
C -2.355 1.054 -0.413 0.001
C -3.648 0.711 -0.040 -0.002
H -5.095 -0.873 0.108 0.000
H -3.513 -2.593 -0.732 0.000
H -1.255 -1.965 -1.422 0.001
H -2.076 2.098 -0.333 0.000
H -4.328 1.479 0.313 0.000
C 0.064 -2.333 3.393 0.000
C -0.106 -1.675 2.004 0.000
N -0.671 -0.347 2.151 0.000
C 0.135 0.493 3.016 0.000
C 0.180 -0.103 4.445 0.000
N -0.573 -1.406 4.397 0.000
C -2.015 -1.158 4.038 0.000
C -2.025 -0.447 2.660 0.000
H 1.107 -2.443 3.687 0.000
H -0.438 -3.295 3.488 0.000
H -0.776 -2.260 1.375 0.000
H 0.849 -1.609 1.494 0.000
H -0.298 1.493 3.037 0.000
H 1.141 0.570 2.612 0.000
H -0.313 0.514 5.195 0.000
H 1.191 -0.334 4.779 0.000
H -0.532 -1.842 5.314 0.000
H -2.439 -0.558 4.842 0.000
H -2.505 -2.131 4.026 0.000
H -2.450 0.552 2.747 0.000
H -2.632 -1.000 1.945 0.000
C -1.409 0.934 -6.654 0.000
O -0.799 1.522 -5.503 -0.002
C -1.390 1.344 -4.327 -0.007
S -2.803 0.586 -4.082 -0.010
S -0.383 2.123 -3.085 -0.062
H -0.714 1.119 -7.467 0.000
H -2.374 1.401 -6.849 0.000
H -1.555 -0.133 -6.496 0.000
Cl 0.582 -1.089 -3.039 0.030
```

What is the formula in the first record?
C26H36MnN4O4P